# C8H10N6O5

2 unconnected molecules or ions with the total composition C8H10N6O5 in a non-equilibrium geometry (the ωB97M-V functional and the def2-TZVPD basis, the OMol25 dataset).

The calculation puts the energy above the lowest of the compared OMol25 structures with the same formula, charge and spin at 0.000 eV. The SMILES is O=[N+]([O-])c1cc([N+](=O)[O-])c2nonc2c1.CN(C)N. The value obtained for the lowest unoccupied orbital energy is -0.103 hartree. The value obtained for the orbital gap is 5.06 eV. For the electronic energy, the calculation gives -1015.2227 Ha.

Cartesian coordinates (Å):
O -2.516 3.094 -3.303
N -2.003 1.969 -3.390
O -2.392 1.106 -4.212
C -0.906 1.569 -2.529
C -0.372 0.294 -2.698
C 0.609 -0.191 -1.790
N 1.064 -1.566 -1.878
O 0.844 -2.225 -2.915
O 1.660 -2.050 -0.872
C 1.116 0.592 -0.740
C 0.652 1.917 -0.605
N 1.004 2.870 0.309
O 0.165 3.967 -0.042
N -0.675 3.691 -1.112
C -0.365 2.420 -1.463
H -0.737 -0.346 -3.498
H 1.865 0.228 -0.039
C 1.371 -1.731 2.906
N 0.161 -1.277 2.239
C -0.815 -0.581 3.065
N -0.464 -2.365 1.586
H 1.878 -0.868 3.349
H 1.195 -2.477 3.702
H 2.025 -2.177 2.146
H -0.358 0.317 3.493
H -1.638 -0.286 2.403
H -1.229 -1.194 3.885
H -1.316 -2.007 1.148
H 0.177 -2.696 0.857